## one
113
Properties=species:S:1:pos:R:3 method="wB97M-V/def2-TZVPD" molar_mass_g_mol=662.953 e_lumo_ev=0.48 smiles=c1ccncc1.c1ccncc1.C1CCOC1.C1CCOC1.C1CCOC1.C1CCOC1.C1CCOC1.C1CCOC1.C1CCOC1 orbital_gap_ha=0.3198
C -3.2240 -3.4592 -3.0258
C -2.7520 -2.8289 -1.8619
C -3.2408 -1.6023 -1.6084
N -4.1294 -0.9605 -2.4453
C -4.6054 -1.5735 -3.5291
C -4.2527 -2.8821 -3.8381
H -2.8932 -4.4146 -3.4055
H -2.1286 -3.3946 -1.1852
H -2.9695 -1.1915 -0.6472
H -5.3654 -1.1833 -4.1898
H -4.7533 -3.3602 -4.6671
C 0.5117 3.9049 2.2648
C 0.0359 5.1781 2.4493
C -0.4924 5.8343 1.3447
N -0.6900 5.3036 0.1692
C -0.2608 4.0428 0.0286
C 0.3506 3.2885 1.0110
H 0.8890 3.3087 3.0824
H 0.0862 5.7659 3.3540
H -0.8878 6.8223 1.5290
H -0.5366 3.4967 -0.8614
H 0.5184 2.2221 0.9788
C 0.7491 0.5178 -4.6342
C 1.1031 -0.9174 -4.5129
C 1.4501 -1.0066 -3.0229
O 1.5265 0.3171 -2.5342
C 0.5381 0.9580 -3.1905
H -0.1323 0.5158 -5.2754
H 1.5211 1.0972 -5.1408
H 1.9182 -1.1989 -5.1796
H 0.3251 -1.6656 -4.6645
H 2.4351 -1.4558 -2.8968
H 0.7072 -1.6405 -2.5388
H 0.4373 2.0407 -3.1151
H -0.4297 0.6962 -2.7629
C 1.4117 -1.8307 4.1080
C 0.3457 -2.1202 3.1003
C -0.0337 -3.5230 3.2758
O 1.3087 -4.0604 3.4724
C 2.2007 -3.0875 3.9907
H 0.8852 -1.8206 5.0623
H 1.9623 -0.9021 3.9574
H 0.6432 -2.0511 2.0540
H -0.5208 -1.4671 3.2038
H -0.4836 -3.9860 2.3976
H -0.6653 -3.7401 4.1372
H 3.0435 -2.9864 3.3069
H 2.5927 -3.4616 4.9365
C 2.9969 0.9732 2.9091
C 4.3559 0.8941 3.5037
C 4.4130 -0.5531 3.9300
O 3.2854 -1.2477 3.2564
C 2.7956 -0.3539 2.2577
H 3.0940 1.8220 2.2322
H 2.4154 1.2847 3.7768
H 4.5160 1.7702 4.1321
H 5.0744 1.0301 2.6953
H 4.2515 -0.4813 5.0056
H 5.3670 -1.0067 3.6614
H 1.7155 -0.4824 2.1872
H 3.2501 -0.5155 1.2803
C -4.3613 -2.2508 0.6422
C -4.0847 -3.7539 0.8126
C -2.8133 -3.6185 1.7428
O -3.0223 -2.3941 2.4760
C -4.0914 -1.6252 1.9901
H -5.3996 -2.2118 0.3128
H -3.7793 -1.8249 -0.1751
H -3.9427 -4.2554 -0.1448
H -4.8900 -4.2299 1.3721
H -1.8942 -3.6626 1.1586
H -2.8240 -4.4526 2.4445
H -3.8477 -0.5629 2.0037
H -4.8964 -1.8659 2.6845
C -2.8622 1.6390 -3.0730
C -1.9436 2.7167 -3.5797
C -1.5134 3.3543 -2.2918
O -1.3054 2.1834 -1.4981
C -2.2611 1.2189 -1.6820
H -3.1233 0.7678 -3.6739
H -3.8658 2.0516 -2.9698
H -2.5241 3.3862 -4.2144
H -1.1534 2.2212 -4.1437
H -2.1883 4.0545 -1.7997
H -0.5322 3.8283 -2.3185
H -3.0304 1.3084 -0.9150
H -1.8220 0.2224 -1.7308
C 0.1081 -1.7667 -0.4504
C 0.9876 -0.5818 -0.0169
C 0.0646 0.6166 0.2191
O -1.2349 0.0531 0.4153
C -1.2943 -1.2162 -0.2170
H 0.2827 -2.6864 0.1079
H 0.3121 -1.9191 -1.5102
H 1.7151 -0.3615 -0.7981
H 1.4116 -0.8303 0.9561
H 0.0897 1.3135 -0.6185
H 0.3256 1.2435 1.0717
H -1.8378 -1.0993 -1.1546
H -1.7878 -2.0648 0.2567
C 3.0088 2.0446 -1.2882
C 4.4333 2.5726 -0.8945
C 4.6974 2.0401 0.4702
O 3.3878 1.7169 0.9114
C 2.3786 2.0820 0.0599
H 3.0789 1.0312 -1.6834
H 2.5372 2.7517 -1.9706
H 4.4661 3.6601 -0.8285
H 5.0930 2.1986 -1.6774
H 5.2302 2.7454 1.1080
H 5.2872 1.1236 0.4565
H 2.0359 3.1084 0.1915
H 1.6156 1.3082 0.1448



## two
113
Properties=species:S:1:pos:R:3 method="wB97M-V/def2-TZVPD" molar_mass_g_mol=662.953 e_lumo_ev=0.57 smiles=c1ccncc1.c1ccncc1.C1CCOC1.C1CCOC1.C1CCOC1.C1CCOC1.C1CCOC1.C1CCOC1.C1CCOC1 orbital_gap_ha=0.3679
C -33.5494 -3.1242 -17.3842
C -32.5677 -3.8664 -16.7558
C -31.2999 -3.2792 -16.6417
N -31.0524 -2.0039 -16.9260
C -32.0223 -1.2927 -17.5085
C -33.2573 -1.8347 -17.8024
H -34.5078 -3.5691 -17.6267
H -32.7470 -4.8669 -16.3878
H -30.4758 -3.7881 -16.1547
H -31.7858 -0.2762 -17.8029
H -33.9550 -1.2318 -18.3694
C -27.4022 1.5938 -18.2809
C -26.9055 2.6805 -17.5763
C -27.4869 3.0195 -16.3669
N -28.4787 2.3289 -15.8066
C -28.9295 1.2545 -16.4607
C -28.4091 0.8522 -17.6846
H -26.9954 1.2837 -19.2338
H -26.0531 3.1946 -18.0040
H -27.1517 3.8887 -15.8132
H -29.7781 0.7308 -16.0393
H -28.8112 -0.0067 -18.2098
C -38.9726 -5.3080 -17.0484
C -38.2203 -6.0700 -15.9734
C -37.2703 -5.0182 -15.4286
O -36.8285 -4.3553 -16.6111
C -37.9384 -4.2552 -17.5099
H -39.8604 -4.8253 -16.6372
H -39.2679 -5.8950 -17.9180
H -37.6649 -6.8739 -16.4662
H -38.8626 -6.5563 -15.2388
H -36.4302 -5.4529 -14.8872
H -37.7304 -4.2886 -14.7508
H -37.5369 -4.4576 -18.5037
H -38.3674 -3.2495 -17.4841
C -33.7577 -7.5399 -18.8681
C -34.8171 -6.4694 -18.6912
C -35.9998 -7.0390 -19.4712
O -35.8314 -8.4635 -19.4375
C -34.6121 -8.8019 -18.7794
H -32.9899 -7.4708 -18.0939
H -33.2410 -7.5149 -19.8296
H -34.4954 -5.5179 -19.1253
H -34.9963 -6.2629 -17.6358
H -35.9808 -6.7243 -20.5191
H -36.9790 -6.7826 -19.0606
H -34.1761 -9.6606 -19.2886
H -34.8374 -9.0514 -17.7354
C -33.1690 -4.4512 -23.0462
C -32.5443 -4.9362 -21.7342
C -32.9288 -3.8186 -20.7954
O -34.2456 -3.4581 -21.1696
C -34.4857 -3.8419 -22.5272
H -33.2693 -5.2416 -23.7839
H -32.5532 -3.6397 -23.4448
H -31.4705 -5.1176 -21.8100
H -33.0224 -5.8835 -21.4640
H -32.2509 -2.9654 -20.9494
H -32.8591 -4.1235 -19.7509
H -34.8050 -2.9640 -23.0852
H -35.2592 -4.6162 -22.5409
C -33.1745 -8.8721 -13.3683
C -32.9132 -8.0999 -14.6691
C -34.2093 -7.3196 -14.9199
O -35.0961 -7.6549 -13.8528
C -34.2936 -8.0493 -12.7353
H -32.3012 -8.9600 -12.7272
H -33.6089 -9.8448 -13.6010
H -32.6009 -8.7415 -15.4940
H -32.0497 -7.4436 -14.5282
H -34.7045 -7.6850 -15.8210
H -34.0439 -6.2410 -14.9861
H -34.9439 -8.6207 -12.0754
H -33.9538 -7.1454 -12.2170
C -31.6326 1.9826 -19.9698
C -30.6461 1.6464 -21.0988
C -31.0423 0.2306 -21.4275
O -32.4566 0.2607 -21.3869
C -32.8873 1.2288 -20.4244
H -31.7272 3.0631 -19.8631
H -31.2343 1.6431 -19.0108
H -29.6038 1.7938 -20.8137
H -30.8743 2.3212 -21.9274
H -30.6681 -0.4756 -20.6675
H -30.6554 -0.1511 -22.3727
H -33.3767 0.6804 -19.6118
H -33.6656 1.8351 -20.8914
C -36.8846 1.2478 -19.7272
C -36.7092 -0.2007 -19.2711
C -38.1016 -0.8129 -19.5471
O -38.9024 0.1937 -20.1393
C -38.3850 1.4533 -19.7050
H -36.5364 1.4690 -20.7357
H -36.3725 1.9217 -19.0330
H -36.5404 -0.2660 -18.1962
H -35.9058 -0.7189 -19.7912
H -38.5496 -1.1573 -18.6089
H -38.0823 -1.6653 -20.2260
H -38.8054 1.6742 -18.7112
H -38.7645 2.2421 -20.3529
C -28.3832 -7.1332 -17.3047
C -28.8727 -6.1928 -18.3883
C -30.4048 -6.2570 -18.2489
O -30.6176 -6.4921 -16.8448
C -29.4555 -6.9733 -16.2023
H -27.3687 -6.9046 -16.9851
H -28.4471 -8.1635 -17.6536
H -28.5752 -6.6014 -19.3582
H -28.5488 -5.1548 -18.3354
H -30.7956 -7.1058 -18.8123
H -30.8085 -5.2959 -18.5604
H -29.6339 -7.9755 -15.8017
H -29.1296 -6.3141 -15.3951



It comes down to two, which is 1809.6 kJ/mol more stable than the next structure.



## one
7
Properties=species:S:1:pos:R:3 method="wB97M-V/def2-TZVPD" molar_mass_g_mol=182.948 e_lumo_ev=0.08 orbital_gap_ha=0.3082
C 1.3171 1.1827 -0.2180
C -1.5301 -1.3498 -0.3585
N 1.2382 0.3421 0.5533
O -0.3637 -1.5525 0.1398
I -2.5480 0.4110 0.4956
H 1.6150 1.7364 -1.1008
H 0.2715 -0.7700 0.4886



## two
7
Properties=species:S:1:pos:R:3 method="wB97M-V/def2-TZVPD" molar_mass_g_mol=182.948 e_lumo_ev=-0.40 smiles=N#C[C@@H](O)I orbital_gap_ha=0.3676
N 0.4603 2.2414 0.1664
C 0.1794 1.1634 -0.0873
C -0.1758 -0.1797 -0.3993
O 0.8463 -1.2165 0.3507
I -2.1944 -0.6460 0.1431
H -0.0132 -0.4394 -1.4410
H 0.8974 -0.9232 1.2676



It comes down to two, which is 190.3 kJ/mol more stable than the next structure.



## one
15
Properties=species:S:1:pos:R:3 method="wB97M-V/def2-TZVPD" molar_mass_g_mol=160.243 e_lumo_ev="3.27 / 1.85" charge=-1 orbital_gap_ha="0.2635 / 0.1777"
C -1.5429 0.5385 -0.9339
C -1.5650 -0.8361 -0.4447
C 0.7484 0.4894 1.3616
C 1.8466 0.0302 0.4005
C -0.3174 -0.0563 -0.2815
N 0.9838 -0.3304 -0.7229
O 1.4705 -0.8302 -1.7877
S -2.0885 1.9987 -0.1511
S -2.4207 -1.4698 0.9696
H -1.4224 0.5069 -1.9571
H -1.6804 -1.6948 -1.0736
H 0.3671 -0.1508 2.1413
H 0.5176 1.5451 1.7036
H 2.5534 0.9118 -0.0865
H 2.5499 -0.6521 0.8626



## two
15
Properties=species:S:1:pos:R:3 method="wB97M-V/def2-TZVPD" molar_mass_g_mol=160.243 e_lumo_ev=3.14 charge=-1 orbital_gap_ha=0.2617
C 1.8928 1.4317 0.0061
C 2.1682 -1.0330 0.3947
C -1.3683 0.7284 -1.2489
C -1.2167 -0.3719 -0.5360
C -1.4138 -0.4454 0.9418
N 2.3386 0.3342 -0.0473
O 2.0069 -1.1959 1.5876
S 1.4561 2.9350 -0.0665
S 2.2317 -2.0952 -0.8756
H -1.6652 1.6620 -0.7967
H -1.1704 0.7579 -2.3070
H -0.8984 -1.2946 -1.0067
H -2.1135 -1.2416 1.1973
H -1.7881 0.5017 1.3350
H -0.4599 -0.6733 1.4221



It comes down to two, which is 679.4 kJ/mol more stable than the next structure.



## one
10
Properties=species:S:1:pos:R:3 method="wB97M-V/def2-TZVPD" molar_mass_g_mol=166.043 e_lumo_ev="-0.73 / -0.60" orbital_gap_ha="0.2560 / 0.2726"
C 0.2176 1.1068 0.9935
C 0.6690 -1.0144 -0.0079
C -1.6774 0.7983 -0.8421
N 0.7791 -0.0395 0.8016
S -0.8051 2.0315 -0.1855
Br -2.8173 -0.1731 0.3197
H 0.3338 1.4794 2.0452
H -0.2527 -1.1575 -0.5961
H 1.5329 -1.4665 -0.1156
H -1.7886 0.8775 -1.9364



## two
10
Properties=species:S:1:pos:R:3 method="wB97M-V/def2-TZVPD" molar_mass_g_mol=166.043 e_lumo_ev=-0.77 orbital_gap_ha=0.3265
C -1.5016 1.6969 1.6479
C -0.6896 -0.2351 -0.4527
C 0.3392 2.0842 0.6932
N -2.5165 1.4148 2.0710
S -0.0654 1.3997 -0.9545
Br 0.5512 3.9916 0.7882
H -0.3418 -0.5544 0.4638
H -0.3977 -0.7911 -1.2942
H -1.8479 -0.1103 -0.5195
H 1.1969 1.5057 1.0969



It comes down to two, which is 44.5 kJ/mol more stable than the next structure.



## one
22
Properties=species:S:1:pos:R:3 method="wB97M-V/def2-TZVPD" molar_mass_g_mol=120.176 e_lumo_ev=-2.83 charge=+1 orbital_gap_ha=0.4026
C -0.0400 0.9622 1.9428
C 0.5247 1.4463 0.6074
C 1.2107 0.3532 -0.1465
N 1.6174 -1.0135 -2.5347
C 0.4000 -1.0880 -1.8161
N 0.1843 -0.4768 -0.7316
N -0.7055 -0.3969 1.8132
H -0.8659 1.6345 2.1065
H 0.6593 0.9996 2.7533
H -0.2734 1.8570 0.0149
H 1.1798 2.2938 0.8633
H 1.9853 0.6552 -0.8670
H 1.8622 -0.2054 0.5433
H 1.9401 -1.9377 -2.7746
H 1.4229 -0.5158 -3.4015
H -0.4724 -1.6182 -2.1930
H -1.4994 -0.4774 2.4330
H 0.0460 -1.0827 1.9246
H -1.0152 -0.4987 0.8296
H -3.3971 -0.6974 -0.6112
H -2.0389 0.0673 -0.6776
O -2.7248 -0.2608 -0.0780



## two
22
Properties=species:S:1:pos:R:3 method="wB97M-V/def2-TZVPD" molar_mass_g_mol=120.176 e_lumo_ev=-3.11 charge=+1 orbital_gap_ha=0.3067
C 0.0949 2.2645 0.3147
C -0.7581 1.4952 -0.7459
C -0.4778 -0.0610 -0.6682
C -1.4987 -0.8204 -0.1903
N -1.5694 -2.1883 -0.0358
N 0.7984 -0.5115 -1.3051
N 1.2653 1.5227 0.7839
H -0.6182 2.5079 1.1795
H 0.4335 3.2296 -0.1103
H -1.8918 1.7265 -0.7183
H -0.6481 1.9352 -1.7723
H -2.3559 -0.3371 0.1949
H -2.3237 -2.5012 0.6617
H -1.3302 -2.7952 -0.9198
H 0.8575 -0.3877 -2.2601
H 1.1893 -1.2917 -0.8175
H 1.1955 1.0253 1.6844
H 1.6030 0.7476 0.1840
H 2.1193 2.1317 0.9644
H 1.5839 -2.5636 1.9144
H 0.9551 -2.9018 0.5815
O 1.3761 -2.2265 1.0799



It comes down to one, which is 99.5 kJ/mol more stable than the next structure.



## one
9
Properties=species:S:1:pos:R:3 method="wB97M-V/def2-TZVPD" molar_mass_g_mol=119.054 e_lumo_ev="2.87 / 3.62" charge=-1 orbital_gap_ha="0.2828 / 0.3057"
C 0.5263 0.4962 2.4580
C -0.8638 -0.0800 -0.4171
N 0.7411 1.5347 3.2435
N 1.0350 -0.6642 2.8248
N 1.4482 0.9722 4.1949
N 1.6211 -0.3261 3.9491
F -1.7352 0.9617 -0.6241
F -1.6255 -1.2215 -0.3447
H -0.1834 -0.1547 -1.2674



## two
9
Properties=species:S:1:pos:R:3 method="wB97M-V/def2-TZVPD" molar_mass_g_mol=119.054 e_lumo_ev=4.09 charge=-1 orbital_gap_ha=0.3393
C -0.0354 0.4530 -0.1698
C -0.1982 -1.5444 0.1912
N 1.0252 2.2247 -0.2110
N 1.1217 0.9433 0.1972
N -0.9153 1.3643 -0.6222
N -0.1798 2.4523 -0.6870
F -1.5196 -1.8843 0.3876
F 0.4879 -1.6925 1.3843
H 0.2135 -2.3164 -0.4703



It comes down to two, which is 276.5 kJ/mol more stable than the next structure.